The following is a quantum chemistry calculation of a single C6H9N molecule at a distorted geometry, from OMol25.

Each line ends with the Löwdin charge.
Positions of all 16 atoms, in Å:
C1 -0.70301 0.64159 1.08409  -0.24
H1 -0.81796 -1.86183 -1.13148  0.10
H2 -0.64333 2.44413 -0.10822  0.06
C2 2.05386 -1.25397 -0.51409  -0.03
H3 -2.47771 -0.35387 0.38017  0.11
H4 -2.14750 2.23180 0.84675  0.05
H5 2.62527 -0.50442 -1.07323  0.08
N1 0.65203 0.33521 0.78219  0.06
C3 -0.54242 -1.09610 -0.42553  -0.04
C4 -1.43902 1.77468 0.18026  -0.07
C5 -1.39694 -0.32718 0.35963  -0.16
H6 1.90905 -2.13050 -1.14781  0.08
H7 1.45906 0.76707 1.21488  0.15
H8 -1.99361 1.51395 -0.76502  0.08
H9 2.64917 -1.54796 0.35470  0.08
C6 0.74060 -0.69994 -0.08308  -0.32

frontier orbital gap = 8.6 eV
structure (SMILES) = Cc1ccc(C)[nH]1
largest force on an atom = 1.46 eV/A
energy relative to the best compared isomer or geometry (same formula, charge and spin) = 61.08 kcal per mole